Record 1
C27H23N3O5PPdS3 | ωB97M-V/def2-TZVPD

```
! RIJCOSX wB97M-V def2-TZVPD def2/J DEFGRID3
* xyz -1 1
Pd 0.046 1.183 -1.704
O -1.982 -0.533 -0.426
S -2.142 -1.076 -1.780
O -3.498 -1.475 -2.060
O -1.478 -0.275 -2.821
C -1.146 -2.544 -1.651
C -1.703 -3.775 -1.956
C -0.965 -4.931 -1.748
C 0.335 -4.842 -1.281
C 0.904 -3.602 -1.024
C 0.169 -2.431 -1.173
P 0.950 -0.785 -0.831
C 2.559 -1.061 -1.668
C 2.591 -0.755 -3.030
C 3.754 -0.928 -3.760
C 4.907 -1.389 -3.137
C 4.892 -1.669 -1.780
C 3.723 -1.505 -1.048
C 1.279 -0.768 0.967
C 0.920 0.419 1.615
C 1.111 0.560 2.984
C 1.662 -0.478 3.721
C 2.013 -1.662 3.088
C 1.815 -1.810 1.722
H -2.715 -3.804 -2.335
H -1.406 -5.900 -1.947
H 0.919 -5.741 -1.128
H 1.946 -3.553 -0.735
H 1.701 -0.362 -3.509
H 3.767 -0.684 -4.815
H 5.819 -1.514 -3.707
H 5.794 -2.008 -1.286
H 3.732 -1.698 0.016
H 0.503 1.238 1.035
H 0.848 1.493 3.468
H 1.823 -0.365 4.786
H 2.446 -2.475 3.657
H 2.072 -2.753 1.261
S 1.906 2.432 -1.121
C 1.222 4.046 -1.289
C 1.902 5.096 -0.590
N 2.491 5.911 -0.029
C 0.182 4.294 -2.101
S -0.622 3.033 -2.998
C -0.250 5.645 -2.343
N -0.598 6.713 -2.588
O -2.745 4.216 0.645
C -2.162 3.165 0.904
O -1.173 2.602 0.366
C -2.741 2.410 2.133
N -2.217 1.005 2.160
C -3.264 0.090 2.714
C -4.432 1.013 3.075
C -4.245 2.198 2.122
H -2.427 2.909 3.052
H -1.321 0.942 2.639
H -1.993 0.741 1.178
H -2.871 -0.471 3.559
H -3.531 -0.610 1.924
H -4.339 1.351 4.110
H -5.391 0.509 2.965
H -4.782 3.093 2.420
H -4.563 1.928 1.112
*
```

## Properties
- DFT total energy (a.u.) = -3247.0961
- frontier orbital gap (eV) = 6.4
- maximum force (eV/Å) = 1.245



Record 2
C5H6O2 | ωB97M-V/def2-TZVPD

```
! RIJCOSX wB97M-V def2-TZVPD def2/J DEFGRID3
* xyz 0 1
C 1.418 1.304 -0.479
C 0.448 0.436 -0.268
C -0.989 0.576 -0.504
O -1.636 -0.143 0.539
C -0.760 -1.159 1.012
C 0.532 -0.983 0.216
O 1.410 -1.791 0.057
H 2.416 0.957 -0.672
H 1.160 2.334 -0.696
H -1.542 1.511 -0.624
H -0.699 0.122 -1.538
H -0.521 -1.034 2.083
H -1.236 -2.131 0.874
*
```

## Properties
- structure (SMILES) = C=C1COCC1=O
- DFT total energy (a.u.) = -344.5134
- frontier orbital gap (eV) = 9.9
- maximum force (eV/Å) = 2.779



Record 3
C5H7F2O4S | ωB97M-V/def2-TZVPD

```
! RIJCOSX wB97M-V def2-TZVPD def2/J DEFGRID3
* xyz -1 1
C -0.868 -2.898 0.096
C -0.457 -1.733 -0.382
C -0.223 -0.346 0.212
F -0.122 -0.336 1.558
C 0.936 0.460 -0.358
F 2.130 -0.314 -0.423
C 1.282 1.583 0.564
O 2.269 2.425 -0.062
S -1.810 0.709 -0.273
O -1.779 1.970 0.473
O -2.906 -0.131 0.027
O -1.545 0.831 -1.701
H -1.211 -3.703 -0.563
H -0.947 -3.215 1.166
H -0.681 -1.431 -1.463
H 0.874 0.903 -1.293
H 1.557 1.019 1.395
H 0.435 2.097 0.689
H 3.067 2.109 0.338
*
```

## Properties
- structure (SMILES) = C=C[C@@](F)([C@H](F)CO)S(=O)(=O)[O-]
- DFT total energy (a.u.) = -1093.6158
- frontier orbital gap (eV) = 9.1
- maximum force (eV/Å) = 3.988



Energy above the lowest of the compared OMol25 structures with the same formula, charge and spin / kcal/mol: 28.8; 55.5; 0.0